Below is a molecular structure, C39H66BN10O2Pt, with properties calculated with ωB97M-V/def2-TZVPD.

```
119
Properties=species:S:1:pos:R:3:forces:R:3
Pt -0.8579 -0.3724 -0.3020 0.43 0.31 0.14
C 1.6347 -3.2336 -1.7521 0.02 0.04 0.01
C 2.6388 -2.0971 -1.8439 0.00 0.02 0.06
C 2.9054 -1.7358 -3.3090 0.07 0.07 0.08
C 2.4504 -0.8650 -0.9686 0.04 0.13 -0.11
C 3.5762 -0.0883 -0.6779 -0.01 -0.05 0.00
C 3.1587 0.9461 0.1246 0.18 -0.02 -0.01
C 4.0303 2.1220 0.4975 -0.08 0.05 -0.03
C 4.4104 2.2788 1.9673 0.02 0.01 0.00
C 3.4384 3.4126 -0.0728 -0.02 -0.05 0.04
N 1.8364 0.7773 0.3380 -0.20 0.23 -0.21
N 1.3859 -0.3006 -0.3759 0.13 -0.41 0.24
B 0.9290 1.5624 1.3379 0.14 0.03 0.08
N 0.1981 0.5973 2.3141 0.21 -0.15 -0.26
N -0.8898 -0.1129 1.8881 -0.40 0.12 0.15
C -1.3475 -0.8313 2.9222 0.15 -0.06 -0.01
C -0.4955 -0.6112 4.0085 -0.10 -0.01 0.01
C 0.4723 0.2739 3.5952 -0.03 0.00 0.20
C 1.6745 0.6130 4.4384 0.05 -0.03 -0.09
C 2.9098 -0.0868 3.8580 -0.02 0.01 -0.01
C 1.9201 2.0840 4.7559 0.04 -0.01 0.06
C -2.5626 -1.7272 3.1286 0.04 0.01 0.03
C -3.4066 -2.2906 1.9796 0.10 0.02 0.05
C -3.5033 -1.0288 4.1219 0.00 0.02 0.03
N -0.0699 2.4697 0.5538 -0.20 -0.19 0.33
N -0.7605 1.9398 -0.5085 0.17 0.09 -0.42
C -1.4177 2.9503 -1.0991 0.05 0.12 0.08
C -1.2009 4.1117 -0.3588 -0.06 -0.04 -0.05
C -0.3494 3.7872 0.6731 0.11 0.18 -0.13
C 0.1125 4.8528 1.6487 -0.04 -0.08 0.08
C 0.9235 5.9388 0.9299 0.01 -0.01 -0.01
C 0.8065 4.4106 2.9259 -0.08 0.10 -0.10
C -2.2377 3.0763 -2.3758 0.01 0.03 0.02
C -2.8053 1.8628 -3.1005 0.04 -0.11 -0.01
C -1.4518 3.9339 -3.3793 -0.01 0.03 -0.01
H 1.9131 -4.0043 -2.4749 0.00 0.00 0.01
H 0.6230 -2.9005 -1.9713 -0.06 0.03 -0.04
H 1.6459 -3.6798 -0.7596 -0.03 0.02 0.01
H 3.5854 -2.4966 -1.4667 -0.01 -0.04 0.00
H 2.0000 -1.4039 -3.8056 -0.23 0.10 -0.09
H 3.2792 -2.6149 -3.8371 0.00 0.02 0.00
H 3.6500 -0.9446 -3.3962 -0.02 0.01 -0.01
H 4.5820 -0.2640 -1.0235 0.00 0.01 -0.01
H 4.9604 1.9177 -0.0392 0.01 0.04 -0.01
H 3.5527 2.5326 2.5884 0.18 -0.03 -0.12
H 5.1411 3.0836 2.0604 0.01 0.01 -0.01
H 4.8622 1.3688 2.3617 0.00 0.04 -0.01
H 2.4585 3.6015 0.3641 0.05 0.00 -0.03
H 3.3168 3.3459 -1.1553 -0.01 0.00 0.00
H 4.0834 4.2639 0.1500 0.02 0.00 0.00
H 1.6456 2.2464 1.9895 -0.08 -0.14 -0.16
H -0.5736 -1.0520 4.9888 0.00 0.00 0.00
H 1.4477 0.1353 5.3945 0.02 -0.02 0.00
H 3.0366 0.1597 2.8041 0.01 -0.02 0.04
H 2.8076 -1.1698 3.9355 -0.01 -0.01 -0.01
H 3.8129 0.2138 4.3917 -0.01 -0.01 0.02
H 2.3178 2.6377 3.9085 -0.12 -0.17 0.28
H 2.6443 2.1545 5.5686 0.03 -0.01 0.00
H 1.0024 2.5723 5.0855 0.06 -0.03 0.04
H -2.1324 -2.5858 3.6529 0.00 -0.01 0.01
H -4.3067 -1.6987 1.8323 -0.01 0.06 -0.06
H -3.7233 -3.3034 2.2380 0.00 0.03 0.00
H -2.8757 -2.3326 1.0398 0.16 -0.05 -0.17
H -3.9379 -0.1395 3.6595 0.00 0.01 0.00
H -2.9871 -0.7202 5.0299 -0.02 0.00 0.00
H -4.3191 -1.6980 4.3994 -0.01 0.00 -0.01
H -1.6115 5.0876 -0.5610 0.01 0.00 -0.01
H -0.8283 5.3239 1.9520 0.01 0.00 0.03
H 1.8471 5.5400 0.5099 -0.04 0.04 0.05
H 1.1873 6.7246 1.6388 -0.01 0.02 -0.01
H 0.3552 6.3915 0.1186 0.00 0.00 -0.01
H 1.8210 4.0587 2.7394 -0.11 0.16 -0.05
H 0.2514 3.6204 3.4300 0.03 0.04 -0.08
H 0.8753 5.2627 3.6035 -0.02 0.01 0.02
H -3.0933 3.6815 -2.0587 -0.01 0.00 0.02
H -2.0804 1.4426 -3.7958 -0.05 0.01 0.04
H -3.6771 2.1724 -3.6795 0.01 0.01 -0.01
H -3.1087 1.0730 -2.4193 -0.05 -0.07 0.02
H -0.5789 3.3870 -3.7377 0.02 0.01 0.00
H -1.1093 4.8693 -2.9393 -0.01 -0.01 -0.01
H -2.0812 4.1689 -4.2395 0.00 -0.01 -0.01
C -0.9833 -0.9117 -6.2152 0.00 0.00 0.01
N -0.6053 -0.4567 -4.8853 -0.05 0.02 -0.03
C 0.1380 0.6573 -4.5822 0.16 -0.13 -0.01
C 0.2372 0.6892 -3.2245 0.16 -0.08 0.03
N -0.4412 -0.3773 -2.6948 -0.03 0.04 0.01
C -0.9369 -1.0403 -3.7158 0.04 -0.01 0.01
H -0.5430 -0.2426 -6.9488 0.00 0.00 0.00
H -2.0654 -0.8959 -6.3300 0.00 0.00 0.00
H -0.6111 -1.9189 -6.3913 0.00 0.00 0.00
H 0.5244 1.3069 -5.3480 0.01 0.00 -0.01
H 0.7429 1.4001 -2.5932 -0.01 0.00 0.00
H -1.5256 -1.9415 -3.6589 -0.01 0.00 0.00
C -3.7114 1.4340 0.3871 -0.09 0.09 0.09
O -3.4433 0.0212 0.2715 0.07 -0.04 0.07
C -3.0129 -0.5106 -0.8801 -0.25 -0.15 -0.21
C -3.8375 -1.5075 -1.6192 0.04 0.04 0.02
H -3.9579 1.8578 -0.5846 -0.01 -0.03 0.06
H -2.8364 1.9258 0.8097 -0.09 -0.04 0.01
H -4.5544 1.5189 1.0688 -0.01 -0.02 0.00
H -4.8973 -1.3312 -1.4194 -0.01 0.00 -0.02
H -3.6055 -2.5386 -1.3244 -0.01 0.00 0.00
H -3.6753 -1.4175 -2.6949 0.02 -0.01 0.01
N -0.5068 -2.6502 0.3222 -0.32 -0.07 -0.11
C -0.6590 -3.7958 0.3086 -0.10 0.01 0.14
N -0.8526 -5.0927 0.3151 0.00 -0.04 0.06
C -1.6255 -5.7469 -0.7475 0.00 0.00 0.00
C -0.6840 -6.5668 -1.6123 0.01 0.00 -0.01
O 0.0463 -7.4794 -0.8163 -0.01 0.00 0.01
C 0.8639 -6.8121 0.1278 0.02 -0.02 0.00
C 0.0189 -5.9902 1.0863 0.00 0.01 -0.01
H -2.1517 -4.9906 -1.3283 0.01 0.01 0.00
H -2.3594 -6.4020 -0.2731 -0.01 0.01 -0.01
H 0.0048 -5.8990 -2.1474 0.00 0.00 -0.01
H -1.2442 -7.1547 -2.3376 0.00 -0.01 0.00
H 1.5817 -6.1635 -0.3910 0.00 0.00 0.00
H 1.4115 -7.5807 0.6705 0.01 0.00 -0.01
H 0.6390 -5.3978 1.7570 0.00 0.01 0.00
H -0.6187 -6.6476 1.6809 0.00 0.00 0.01
```
Positions in Å, forces in eV/Å.

Summary:
HOMO (alpha / beta): -9.142 / -10.806 eV
multiplicity: 5
F_max: 0.55 eV/A
orbital gap (alpha / beta): 7.4 / 6.9 eV
energy: -2367.55788 a.u.
total charge: +1
expectation value of S²: 6.013